(1)
C36H40BrN5O2S2W | ωB97M-V with the def2-TZVPD basis set

- HOMO energy: -13.056 eV
- E_LUMO: -7.65 eV
- Calculated total energy: -143051.448 eV
- Charge: +2
- HOMO-LUMO gap: 5.40 eV

Structure (XYZ):
```
87
Properties=species:S:1:pos:R:3:forces:R:3
W -0.584359 -0.209383 -0.937509 0.093 0.391 0.140
Br -1.025091 1.514837 -2.718524 0.060 -0.098 -0.096
S -4.301627 -1.269697 -3.675400 0.064 0.004 0.025
S 1.002687 -4.498559 -2.505084 -0.079 0.071 0.046
O -3.660622 -3.021063 -0.448290 0.031 0.088 -0.021
O -1.131174 -1.744540 0.188731 0.006 -0.188 0.022
N -2.730103 -0.424913 1.121484 0.003 0.065 -0.013
N -1.854468 0.449559 0.500867 0.282 0.110 0.116
N 0.063012 -2.247216 -1.850454 -0.230 -0.015 -0.116
N -2.273985 -0.979163 -2.193245 0.001 0.043 -0.029
N 1.398530 0.018664 -1.124676 0.114 -0.042 0.033
C 2.291372 0.064243 -2.370734 -0.025 0.112 -0.121
C 2.545614 1.299803 2.702456 -0.092 -0.069 0.138
C 1.935486 0.424443 0.118853 -0.107 -0.126 0.192
C 1.319939 -0.147803 1.248445 0.217 0.027 -0.209
C 1.703600 -0.680646 -3.576842 0.013 -0.012 -0.032
C -1.871673 -1.615242 1.379450 0.009 -0.032 0.079
C 0.370835 2.992380 -0.203863 -0.026 -0.020 -0.008
C 0.315840 5.179904 2.844127 -0.010 0.020 0.009
C 3.239658 1.822180 1.608807 0.094 0.080 -0.109
C 0.692468 6.394359 2.278990 -0.005 -0.016 -0.004
C 1.893898 -3.069069 -0.325803 0.011 -0.001 0.020
C -2.548049 -3.341490 3.033524 0.015 0.009 0.002
C -3.279202 -4.444496 3.429824 -0.033 -0.020 0.031
C 0.992331 -3.113339 -1.509879 0.109 -0.050 -0.016
C 2.932741 1.390900 0.333007 -0.151 0.002 -0.104
C -3.485725 -0.482917 -2.414268 -0.069 0.027 0.007
C -2.968838 -2.289858 -3.958035 0.013 0.014 0.046
C -0.749915 -2.744611 -2.845766 -0.025 -0.063 -0.023
C 0.924730 -0.303954 3.738790 -0.020 -0.029 0.042
C 0.222033 4.051213 2.053651 -0.004 -0.039 0.000
C -1.492069 1.697907 0.804187 -0.025 -0.310 -0.172
C 2.475976 1.515705 -2.862280 -0.022 -0.049 -0.002
C -4.140974 -5.047059 2.520308 0.022 0.007 0.025
C 0.999736 6.475871 0.925987 0.011 0.012 -0.003
C -0.370403 -3.943823 -3.348210 0.032 0.072 -0.013
C -0.392957 1.887100 -0.015946 -0.100 0.167 0.046
C 3.648827 -0.579405 -2.073682 -0.015 0.011 0.059
C -4.154874 0.661547 -1.736134 -0.006 -0.006 0.050
C -1.983900 -2.016731 -3.075185 0.021 -0.033 -0.033
C -4.261036 -4.561507 1.230593 0.021 0.056 -0.077
C 4.313653 2.849343 1.819014 0.016 0.024 -0.016
C 1.598229 0.311960 2.546296 -0.133 0.013 -0.020
C 0.920486 5.346287 0.133975 -0.018 0.010 -0.020
C -2.659902 -2.829906 1.741942 -0.024 0.020 -0.020
C -3.520126 -3.456234 0.835076 0.007 -0.030 0.057
C 0.498374 4.126077 0.680295 -0.007 -0.001 0.015
H -5.178398 0.384823 -1.483832 -0.004 0.019 -0.001
H 3.542649 -1.641834 -1.858298 0.009 0.013 0.006
H 0.002758 3.091455 2.505004 -0.010 -0.001 -0.003
H -1.874782 -2.858987 3.734150 0.005 -0.008 0.003
H 4.268163 -0.495236 -2.966415 -0.005 0.014 -0.005
H -0.156114 -0.142668 3.718186 0.010 0.012 0.003
H 1.553581 1.910448 -3.281999 0.019 -0.008 0.017
H 0.113172 5.118650 3.904841 0.006 -0.005 0.001
H 1.302640 0.125418 4.664326 0.002 -0.017 0.007
H 2.795879 1.650300 3.696969 -0.019 -0.008 0.012
H -2.984556 -3.053900 -4.717057 -0.007 -0.002 -0.003
H 1.306294 7.419597 0.496483 -0.002 -0.003 -0.008
H 1.794993 -1.760224 -3.499615 -0.003 -0.008 -0.004
H -0.844866 -4.528306 -4.118567 0.003 -0.010 0.002
H -4.924280 -5.026400 0.513682 0.000 -0.003 -0.002
H 2.831262 2.204983 -2.108585 0.010 0.059 0.047
H 4.187541 -0.109933 -1.253839 -0.012 -0.017 -0.006
H 3.473483 1.831701 -0.484297 0.026 0.009 -0.040
H 0.670575 -0.409182 -3.790278 0.007 -0.021 0.009
H 1.097962 -1.381322 3.774547 -0.018 -0.004 -0.009
H 1.310407 -3.349121 0.554749 0.006 -0.005 0.002
H -4.185389 1.519562 -2.408483 0.005 -0.001 -0.003
H 1.151460 5.404186 -0.923009 0.019 0.004 0.003
H 5.294045 2.369715 1.855982 -0.006 -0.001 0.008
H -3.641669 0.949661 -0.827745 -0.017 -0.018 -0.048
H 2.699933 -3.792438 -0.438648 0.000 -0.001 0.018
H 2.324022 -2.088910 -0.157218 -0.021 -0.010 -0.017
H -2.062073 2.358222 1.453720 0.001 0.034 0.011
H 2.287141 -0.376399 -4.445549 -0.002 -0.013 -0.002
H 0.766056 7.276472 2.900824 0.004 -0.001 0.003
H 3.215845 1.507138 -3.662910 0.002 -0.019 0.004
H 0.954754 3.034785 -1.118819 0.033 0.009 -0.013
H -3.099859 -0.024189 1.981736 0.013 -0.032 -0.008
H 0.754505 -1.061418 1.125057 -0.016 -0.030 0.058
H 4.171813 3.383016 2.757063 -0.002 0.005 0.001
H -3.030641 -2.304020 -0.596319 -0.060 -0.142 0.028
H -3.185116 -4.830457 4.434764 -0.001 -0.001 -0.001
H -1.170629 -1.384478 2.195121 -0.028 0.010 0.006
H 4.332461 3.575637 1.006931 0.009 -0.002 -0.003
H -4.724004 -5.908006 2.818472 0.003 -0.003 0.001
```
Positions in Å, forces in eV/Å.

These are the Mulliken partial charges, in e, on atoms 1 to 2:
1 W 0.468
2 Br -0.283

(2)
C50H65N7O5 | ωB97M-V with the def2-TZVPD basis set

- Multiplicity: 2
- HOMO energy (alpha / beta): -0.613 / -5.084 eV
- E_LUMO (alpha / beta): 2.16 / 2.16 eV
- Calculated total energy: -73568.138 eV
- Charge: -1
- HOMO-LUMO gap (alpha / beta): 2.77 / 7.24 eV
- Expectation value of S²: 0.7609

Structure (XYZ):
```
127
Properties=species:S:1:pos:R:3:forces:R:3
O -0.316667 2.047212 -4.000946 0.235 3.263 -1.071
O 1.579676 3.020060 5.256920 -0.553 0.430 -1.096
O 2.033172 -2.189442 -5.317344 0.474 -0.884 -0.425
O 4.293469 -0.375663 -0.358010 0.902 -0.504 1.584
O -3.029040 -5.426199 -0.515389 0.070 1.974 -0.062
N -4.355713 -1.525776 -3.543903 -0.344 0.044 -0.140
N 1.189979 -5.612819 5.334506 1.461 -0.086 -0.280
N -1.372574 0.893946 1.174457 -1.758 -0.430 1.067
N 1.980799 -3.525005 -0.804392 0.277 -3.202 -1.005
N -2.300227 -0.985235 5.014025 -0.818 1.502 1.702
N -6.571685 3.313569 -1.196450 -0.133 0.052 -1.258
N 1.104093 4.559347 0.140954 2.962 1.145 1.061
C 4.879036 -0.671321 0.684765 -0.780 0.169 -1.103
C -2.890268 -0.076600 -2.376543 0.820 -0.292 0.212
C 1.211876 2.736386 4.120689 -0.088 -1.608 1.514
C 1.888927 -0.139271 -4.113989 1.154 -0.498 -1.509
C 1.419067 -1.175169 -5.154837 -0.872 1.447 1.017
C -4.156138 -0.364689 -2.866164 1.209 -2.022 -0.825
C -1.890426 -1.038208 -2.501863 -0.488 -1.000 -0.402
C -1.965672 -0.799564 7.448625 -0.018 0.060 -1.382
C -3.054674 -4.202264 -0.378671 -1.142 -0.566 0.972
C 2.020963 1.678323 3.332225 -0.955 1.470 -0.171
C 2.214714 -4.355262 3.560186 -0.250 -0.791 0.541
C -0.145804 3.280449 -4.149920 0.064 -2.765 1.388
C -5.848965 3.158745 -3.512171 2.359 -0.157 1.937
C -3.368152 -2.454666 -3.737440 -1.338 1.849 0.868
C 4.348987 -1.729036 1.629220 -1.478 0.329 -0.371
C 1.585379 -4.880594 -0.873855 2.327 2.713 -1.164
C 0.095982 -4.843574 5.299720 1.662 -0.018 -0.607
C -2.138182 -2.266870 -3.167329 0.833 1.507 0.415
C 3.649948 -3.970521 -2.569838 -0.786 -2.892 0.081
C 6.169472 0.002594 1.051067 -0.180 0.815 -1.189
C 3.194027 -5.341425 -2.657592 0.495 1.934 0.522
C -1.862589 -3.396718 0.143986 0.273 -0.595 0.089
C 0.484730 3.817824 -5.453647 -0.324 -1.383 0.211
C -6.820684 3.237169 -2.557249 -0.097 -0.411 2.080
C -1.546644 1.090085 6.042137 -0.754 0.098 -0.642
C -5.319803 3.352218 -0.781880 -0.415 0.248 0.591
C 0.546248 -0.479845 0.820239 -1.063 -0.986 -0.098
C 3.575827 4.452174 0.419625 -0.494 2.482 0.291
C 2.276328 -5.342778 4.530604 -1.955 0.265 0.806
C 0.947798 0.310784 -0.291617 1.016 -0.512 0.231
C -4.488743 3.248599 -2.957430 -1.363 -0.290 -1.884
C 1.101023 -3.542071 3.593791 -0.087 0.874 -0.664
C -2.407466 -1.502029 6.291209 1.202 2.209 -0.793
C 3.042539 -3.187845 -1.623037 -1.958 0.577 0.929
C -0.690918 -0.241431 1.423772 2.383 0.579 -1.094
C -4.351873 -3.343263 -0.666892 1.570 -0.351 -0.059
C 0.242679 1.472976 -0.481298 -0.214 1.356 -0.892
C 0.068487 -3.702733 4.496421 -0.502 -0.692 0.033
C -0.094831 3.246517 3.506362 0.175 0.519 -0.476
C 2.436124 6.554021 0.579788 0.032 0.826 -0.537
C 2.249347 -5.774849 -1.742642 -1.063 0.560 0.227
C 3.617400 5.874258 0.602736 0.417 -2.231 -0.021
C -4.220818 3.360373 -1.618486 -0.195 0.098 -1.245
C -1.518966 0.535955 7.308219 -0.121 -1.659 -0.482
C -0.881710 1.759079 0.225802 0.049 -0.409 0.447
C -0.405539 4.212720 -2.982100 0.043 0.031 -1.291
C 0.117311 -0.882441 -5.877639 0.021 0.286 -0.005
C -1.993265 0.362071 4.915490 0.529 -2.131 1.651
C 2.314201 3.908722 0.273997 -1.120 -0.815 -0.936
C 1.248054 5.894449 0.324585 -1.338 -1.531 -0.297
H 3.040835 1.591877 3.707044 -0.129 0.153 -0.006
H -5.151454 3.384125 0.284446 -0.187 -0.023 0.254
H -1.218062 -3.174152 -0.706403 -0.051 0.345 -0.061
H 2.227705 2.838759 0.155233 -0.003 -0.254 -0.028
H 6.938911 -0.765990 1.124208 0.173 0.318 0.628
H -2.620885 0.844210 -1.880623 -0.218 0.123 0.160
H 4.872340 -2.685164 1.625721 0.332 0.244 0.065
H -0.706552 -5.181485 5.938590 -0.224 0.224 0.023
H 3.185973 -5.897793 4.706420 -0.135 -0.432 -0.014
H -3.188885 3.438947 -1.309725 -0.093 -0.150 0.397
H 1.792248 0.878028 -4.493283 -0.721 -0.021 0.346
H -3.644402 -3.340428 -4.290175 -0.048 -0.041 -0.100
H 1.846512 -6.776840 -1.753974 0.183 -0.229 -0.218
H 2.967952 -0.292643 -4.130238 0.152 -0.199 0.679
H 0.281792 6.373002 0.263509 0.102 0.695 -0.036
H -4.849888 -3.738622 -1.552202 -0.035 0.177 0.113
H 2.505406 7.631757 0.570559 -0.450 0.163 0.405
H -3.641679 3.169679 -3.622750 0.032 0.014 -0.280
H 4.185826 -1.338983 2.633880 0.676 0.009 0.203
H 1.518288 0.711231 3.344394 -0.170 0.042 -0.001
H 1.073785 -2.751778 2.858207 -0.298 0.280 -0.036
H -0.912689 2.554866 3.304297 0.469 -0.873 0.265
H 1.102649 -1.395248 0.957507 -0.146 -0.335 0.378
H 0.715346 -5.235942 -0.341729 0.026 0.359 0.413
H -1.036294 -0.986206 2.125510 -0.496 0.192 0.437
H -0.930005 5.036775 -3.465816 -0.188 0.446 0.530
H 0.615224 2.198378 -1.189392 -0.164 0.110 -0.371
H -1.879072 -1.359047 8.368338 -0.267 0.207 0.247
H 1.471267 -0.313334 -3.122346 -0.159 0.238 -0.067
H -0.799379 -3.059909 4.497164 0.056 0.217 -0.081
H 4.490826 3.885737 0.328388 -0.170 -0.285 0.269
H -2.839563 -2.488369 6.373831 0.249 -0.233 -0.071
H 0.441417 4.862295 -5.762351 -0.242 -0.040 0.540
H 4.540807 6.400430 0.794702 0.154 -0.022 -0.189
H -1.459831 2.660956 0.088682 0.090 0.301 -0.047
H 2.939310 -4.282115 2.762675 0.244 0.239 0.159
H -4.977472 0.315656 -2.696042 -0.284 -0.113 -0.256
H 3.324093 -1.909023 1.304743 -0.018 -0.327 -0.267
H -0.558058 -1.716159 -5.685531 -0.091 0.058 -0.162
H -1.216384 -3.953678 0.822439 -0.203 -0.555 -0.062
H -0.578723 4.063077 4.042249 0.536 0.128 0.313
H 0.561523 4.576736 -2.635134 0.010 0.126 0.116
H 0.052974 3.168087 -6.214920 -0.089 0.242 -0.285
H 1.823364 0.069146 -0.875916 0.126 0.030 0.111
H -1.299639 -2.941596 -3.256735 -0.136 -0.389 -0.075
H -0.327777 0.057866 -5.552340 -0.037 -0.160 0.315
H 4.443120 -3.599180 -3.201809 -0.179 0.121 -0.105
H 1.520686 3.480992 -5.415627 0.229 0.244 0.093
H 6.058301 0.734433 1.851160 0.134 -0.733 0.727
H -7.877273 3.108269 -2.740055 -0.090 0.174 -0.442
H -2.077626 -2.482795 0.697713 -0.441 0.127 -0.526
H -1.086776 1.104022 8.118717 -0.136 -0.083 0.200
H 3.259358 -2.130173 -1.596170 0.300 0.113 0.286
H 3.523149 -5.998799 -3.448753 0.283 -0.068 0.079
H -0.954997 3.764655 -2.154189 0.108 -0.101 -0.249
H -3.992597 -2.322324 -0.796122 -0.145 0.047 -0.520
H 0.271973 -0.765836 -6.950295 0.172 -0.365 -0.108
H 1.954846 2.060044 2.313390 0.462 -0.547 -0.347
H 6.397485 0.670765 0.220620 0.263 -0.269 -0.316
H 0.099491 3.567785 2.483065 0.216 0.259 -0.135
H -2.027888 0.804843 3.931035 0.080 -0.146 -0.248
H -6.080260 2.869550 -4.526702 0.239 0.377 -0.133
H -1.257813 2.126660 5.950026 0.087 0.070 -0.294
H -0.915125 -0.917324 -2.054005 0.125 0.435 0.120
H -5.057361 -3.238152 0.157331 0.163 -0.647 0.276
```
Positions in Å, forces in eV/Å.

These are the Mulliken partial charges, in e, on atoms 1 to 2:
1 O -0.233
2 O -0.664